{
  "formula": "C2H8N2O2",
  "method": "ωB97M-V/def2-TZVPD",
  "lumo_energy_ev": 0.7545,
  "total_charge": 0,
  "total_energy_ev": -9279.40395,
  "e_homo_ev": -9.691,
  "smiles": "CNC(N)=O.O",
  "de_lowest_kcal_mol": 11.7,
  "symbols": ["C", "H", "C", "O", "H", "H", "H", "H", "O", "N", "N", "H", "H", "H"],
  "coordinates": [[-0.545904, -0.909120, 0.621523], [3.826635, 2.707313, -1.072534], [-1.768600, -0.182028, -1.363247], [3.302321, 3.456227, -0.766589], [-2.715412, -0.430774, -1.813607], [-2.084295, 0.624042, -0.685168], [3.259380, 3.321440, 0.187332], [-1.407179, -2.191047, -0.602208], [-0.123793, 0.195720, 0.882330], [-0.310088, -1.992008, 1.462536], [-1.175217, -1.217938, -0.566853], [-0.863519, -2.837423, 1.423858], [-0.179346, -1.671397, 2.403693], [-1.055168, 0.303184, -2.025639]],
  "atomic_forces_ev_per_a": [[0.22, -0.21, -0.80], [-0.08, 0.09, -0.07], [-0.18, 1.38, 0.88], [0.18, -0.17, 0.15], [0.08, -0.71, -0.60], [0.31, -0.08, 0.05], [-0.11, 0.08, -0.08], [-0.53, -0.01, -0.74], [-0.27, 0.31, 0.26], [-0.12, -0.09, 0.16], [0.40, -0.57, 1.22], [-0.08, 0.30, -0.25], [0.29, 0.00, 0.23], [-0.11, -0.32, -0.42]]
}

{
  "formula": "C2H8N2O2",
  "method": "ωB97M-V/def2-TZVPD",
  "lumo_energy_ev": [0.4608, 0.4625],
  "total_charge": 0,
  "total_energy_ev": -9271.17412,
  "e_homo_ev": [-8.118, -8.121],
  "de_lowest_kcal_mol": 201.5,
  "symbols": ["H", "N", "C", "N", "H", "H", "H", "C", "H", "O", "H", "O", "H", "H"],
  "coordinates": [[-0.799996, 1.366579, 1.539542], [1.429684, 0.523981, -1.779400], [-1.080693, 0.326058, 1.610572], [0.678556, -0.454131, 0.216692], [2.143837, -1.129377, -0.770520], [-2.321207, -1.236416, 0.854194], [-0.698509, -0.714642, -0.041786], [-1.816455, -0.306861, 0.605485], [-2.376660, 0.323452, -0.079827], [0.944810, 0.799096, -0.446719], [2.145707, 1.227524, -1.933153], [1.830119, -1.228737, 0.152619], [-0.730327, -0.213902, 2.478381], [0.651134, 0.717375, -2.406080]],
  "atomic_forces_ev_per_a": [[-0.04, 0.04, 0.00], [-0.18, -0.03, 0.39], [-0.13, -0.57, -0.74], [-0.51, 0.35, 0.10], [-0.11, -0.05, 0.10], [0.18, -0.08, -0.04], [1.29, 0.01, -0.05], [-0.49, 0.64, 0.88], [0.20, -0.02, -0.11], [0.16, -0.59, -0.31], [-0.08, -0.02, 0.05], [-0.26, 0.26, -0.42], [-0.09, 0.02, 0.05], [0.04, 0.03, 0.10]]
}